The following is a DFT calculation (the ωB97M-V functional and the def2-TZVPD basis) of C3H5NS3 in the gas phase.

Each line ends with the Löwdin charge.
Geometry (Å):
S: -0.35 -0.16 -0.74  0.736
S: -2.36 1.70 0.13  0.907
S: 0.61 -1.65 0.93  0.321
N: 1.92 -2.48 -0.14  -0.390
C: -1.98 0.35 -0.76  -0.808
C: -0.77 2.20 0.42  -0.494
C: 0.22 1.32 0.01  -0.453
H: -2.73 -0.26 -1.34  0.060
H: -0.34 3.11 0.84  0.088
H: 2.79 -2.18 0.28  -0.036
H: 1.24 1.55 0.23  0.066
H: 1.73 -3.49 0.14  0.002

2S+1: 1
Relative energy (zero: lowest compared OMol25 entry of this formula, charge and spin), kcal per mole: 64.5
Orbital gap (alpha / beta), eV: 7.14 / 7.14
Largest force on an atom, eV Å⁻¹: 3.00
E_HOMO (alpha / beta), eV: -6.991 / -6.990


The following is a DFT calculation (the ωB97M-V functional and the def2-TZVPD basis) of 7 unconnected molecules or ions with the total composition C30H55ClF4O8.

Each line ends with the Löwdin charge.
Geometry (Å):
Cl: 0.15 -5.14 -1.67  0.543
F: 4.71 -2.04 -1.53  -0.018
F: 6.09 -1.83 0.41  -0.038
F: 2.42 -1.32 0.96  0.008
F: 4.23 -2.34 2.20  0.017
O: 4.28 1.44 -4.00  -0.137
O: -8.30 -1.01 2.63  -0.154
O: 2.35 -3.77 -0.92  -0.124
O: 0.66 -2.63 -4.78  -0.163
O: 0.72 3.38 0.25  -0.136
O: -2.95 -1.81 1.91  -0.165
O: 1.83 3.55 4.21  -0.180
O: 3.45 -4.80 1.05  0.060
C: 2.29 2.95 6.45  -0.179
C: 4.73 -1.54 -0.14  -0.055
C: 6.05 0.07 -4.76  -0.172
C: 1.84 3.32 -0.64  -0.203
C: 0.89 -3.70 -0.71  -0.568
C: -4.86 -0.64 2.67  -0.178
C: 1.10 2.77 1.50  -0.199
C: 2.08 4.75 4.96  -0.195
C: -10.50 -1.67 2.06  -0.183
C: 6.59 1.02 -3.72  -0.178
C: -9.12 -2.17 2.43  -0.204
C: 2.41 2.06 1.26  -0.178
C: -3.72 0.33 2.56  -0.177
C: 4.56 0.13 -4.50  -0.210
C: -0.39 -2.21 -5.66  -0.201
C: 1.76 2.45 5.12  -0.198
C: 3.04 2.92 0.19  -0.175
C: 5.52 2.09 -3.68  -0.206
C: 0.38 -2.28 -1.42  -0.213
C: 3.60 -2.21 0.85  -0.128
C: 1.64 -1.67 -6.71  -0.179
C: -0.77 -1.51 -0.55  -0.118
C: 1.91 -2.16 -5.30  -0.202
C: -9.00 0.14 2.13  -0.208
C: 3.11 -3.70 0.34  -0.137
C: 0.21 -1.19 -6.61  -0.178
C: -10.18 -0.38 1.34  -0.183
C: -2.52 -0.59 2.53  -0.210
C: -4.38 -1.80 1.82  -0.197
C: 1.89 4.41 6.42  -0.181
H: -1.74 -1.39 -1.23  0.089
H: 2.35 1.61 4.73  0.117
H: 4.27 -0.59 -3.72  0.101
H: 3.97 -0.06 -5.39  0.103
H: -4.78 -2.76 2.15  0.119
H: -1.08 -2.06 0.45  0.071
H: -3.68 1.06 3.37  0.116
H: 6.27 0.45 -5.77  0.119
H: 2.65 -2.97 -5.27  0.126
H: 2.34 -0.89 -7.03  0.108
H: 7.58 1.42 -3.97  0.117
H: 1.62 2.57 -1.41  0.116
H: 1.97 4.29 -1.13  0.118
H: 5.70 2.86 -4.44  0.118
H: 3.50 3.80 0.64  0.120
H: 2.23 1.05 0.87  0.090
H: 5.45 2.57 -2.70  0.110
H: -0.42 -0.41 -0.30  0.079
H: 2.48 5.04 7.08  0.116
H: 1.88 2.41 7.31  0.117
H: -3.79 0.88 1.61  0.119
H: 1.41 5.54 4.62  0.122
H: -11.06 -2.38 1.45  0.116
H: -0.04 -2.49 -2.50  0.090
H: 1.31 -1.55 -1.51  0.118
H: -4.97 -0.97 3.71  0.122
H: 2.26 -1.35 -4.66  0.096
H: 3.11 5.06 4.75  0.120
H: 6.46 -0.94 -4.69  0.119
H: 1.20 3.56 2.24  0.100
H: -1.68 -0.17 1.97  0.098
H: 1.71 -2.50 -7.41  0.119
H: 4.64 -0.35 -0.13  0.190
H: 3.81 2.40 -0.40  0.098
H: -4.65 -1.66 0.77  0.119
H: -0.30 -1.15 -7.57  0.116
H: -11.08 -1.46 2.96  0.118
H: -9.33 0.73 2.99  0.119
H: 3.38 2.86 6.48  0.119
H: -0.75 -3.09 -6.20  0.119
H: -8.33 0.75 1.52  0.116
H: 0.31 2.08 1.83  0.115
H: -5.82 -0.24 2.33  0.100
H: -9.88 -0.59 0.31  0.118
H: -2.18 -0.83 3.54  0.119
H: -11.02 0.32 1.31  0.116
H: 3.02 1.97 2.16  0.111
H: 0.84 4.51 6.69  0.118
H: 0.72 2.14 5.20  0.122
H: -9.13 -2.77 3.35  0.119
H: -8.68 -2.76 1.63  0.118
H: 6.66 0.51 -2.75  0.112
H: 0.19 -0.20 -6.15  0.120
H: 0.57 -3.76 0.44  0.151
H: -1.22 -1.79 -5.07  0.118

SMILES: CC[C@@H](Cl)OC(=O)C(F)(F)C(F)F.C1CCOC1.C1CCOC1.C1CCOC1.C1CCOC1.C1CCOC1.C1CCOC1
2S+1: 1
Orbital gap, eV: 8.17
Largest force on an atom, eV Å⁻¹: 9.88
E_HOMO, eV: -9.046


The following is a DFT calculation (the ωB97M-V functional and the def2-TZVPD basis) of a molecular structure, C4H8O2.

Each line ends with the Löwdin charge.
Geometry (Å):
O: 0.48 -0.22 1.95  -0.079
O: -0.47 -0.96 -1.55  -0.023
C: -0.08 -0.09 0.79  -0.451
C: -0.69 -1.07 -0.18  -0.286
C: -1.52 0.08 0.39  0.013
C: 1.28 1.03 -0.20  0.010
H: 1.21 2.11 -0.03  0.060
H: 2.36 0.77 -0.25  0.074
H: 1.17 0.44 1.02  0.122
H: -2.29 -0.12 1.14  0.122
H: -0.87 -2.08 0.20  0.159
H: -1.76 0.84 -0.34  0.121
H: 0.32 -1.48 -1.75  0.109
H: 0.87 0.76 -1.18  0.050

2S+1: 1
Relative energy (zero: lowest compared OMol25 entry of this formula, charge and spin), kcal per mole: 142.1
Orbital gap, eV: 9.22
Largest force on an atom, eV Å⁻¹: 0.69
E_HOMO, eV: -8.715


The following is a DFT calculation (the ωB97M-V functional and the def2-TZVPD basis) of a molecular structure, C6H18FNa2O8P2.

Each line ends with the Löwdin charge.
Geometry (Å):
P: 1.63 2.19 -3.12  0.582
P: -2.18 -2.45 2.78  0.505
Na: -0.68 -3.58 -0.44  0.700
Na: 0.13 -1.28 -3.16  0.708
F: 0.65 -1.58 -0.68  -0.612
O: -3.26 -1.43 3.37  -0.188
O: -2.16 -3.67 3.85  -0.183
O: 1.12 3.63 -3.64  -0.197
O: 3.10 1.96 -3.78  -0.202
O: -0.81 -1.69 3.20  -0.201
O: 1.90 2.40 -1.50  -0.229
O: -2.40 -2.85 1.36  -0.270
O: 0.65 1.03 -3.41  -0.321
C: -1.72 -4.89 3.52  -0.157
C: -0.12 4.14 -3.29  -0.122
C: -0.29 -0.64 2.48  -0.131
C: 4.32 2.43 -3.21  -0.089
C: -4.05 -0.59 2.56  -0.090
C: 2.33 1.31 -0.69  -0.116
H: -3.80 0.47 2.62  0.093
H: -2.59 -5.54 3.65  0.103
H: 5.16 1.73 -3.25  0.095
H: -5.08 -0.59 2.92  0.095
H: 4.27 2.74 -2.17  0.083
H: 0.01 5.05 -2.71  0.101
H: 0.06 0.19 3.10  0.103
H: -0.78 3.39 -2.85  0.091
H: 0.57 -1.00 1.92  0.074
H: -0.96 -5.22 4.22  0.104
H: -1.38 -4.95 2.49  0.073
H: -3.96 -0.95 1.54  0.078
H: 2.28 0.37 -1.25  0.064
H: -0.93 -0.40 1.63  0.085
H: -0.65 4.50 -4.17  0.095
H: 3.32 1.35 -0.25  0.094
H: 1.65 1.12 0.13  0.084
H: 4.66 3.28 -3.80  0.096

Total charge: +1
2S+1: 1
Relative energy (zero: lowest compared OMol25 entry of this formula, charge and spin), kcal per mole: 51.9
Orbital gap, eV: 9.09
Largest force on an atom, eV Å⁻¹: 5.52
E_HOMO, eV: -13.050


The following is a DFT calculation (the ωB97M-V functional and the def2-TZVPD basis) of 2 unconnected molecules or ions with the total composition C3H6O2S.

Each line ends with the Löwdin charge.
Geometry (Å):
S: -3.45 -0.05 -0.12  0.671
O: -3.74 -0.66 1.18  -0.711
O: -0.40 1.99 0.53  0.061
C: 0.64 0.24 -0.55  -0.261
C: -0.58 0.79 0.15  -0.176
C: 1.19 -1.11 0.09  -0.099
H: 2.33 -0.96 0.24  0.101
H: 0.32 -0.14 -1.54  0.108
H: 0.68 -1.40 0.93  0.016
H: 1.52 0.97 -0.59  0.108
H: 0.49 2.28 0.39  0.082
H: 0.99 -1.94 -0.72  0.101

2S+1: 1
Relative energy (zero: lowest compared OMol25 entry of this formula, charge and spin), kcal per mole: 131.8
Orbital gap (alpha / beta), eV: 7.37 / 7.37
Largest force on an atom, eV Å⁻¹: 4.55
E_HOMO (alpha / beta), eV: -7.909 / -7.901


The following is a DFT calculation (the ωB97M-V functional and the def2-TZVPD basis) of 2 unconnected molecules or ions with the total composition C4H7NO2.

Each line ends with the Löwdin charge.
Geometry (Å):
O: 1.28 -1.45 0.02  -0.145
O: 0.40 1.54 1.23  0.111
N: -0.90 1.62 -0.76  0.069
C: -1.44 0.81 -1.81  -0.097
C: 2.27 -0.88 0.61  -0.037
C: 0.02 -1.52 0.38  -0.073
C: -0.24 1.50 0.24  -0.347
H: -0.56 -2.23 -0.19  0.067
H: -1.07 -0.22 -1.76  0.063
H: -1.16 1.25 -2.78  0.080
H: -2.53 0.79 -1.73  0.081
H: 3.20 -0.89 0.06  0.073
H: 2.11 -0.35 1.54  0.076
H: -0.24 -1.19 1.38  0.079

2S+1: 1
Relative energy (zero: lowest compared OMol25 entry of this formula, charge and spin), kcal per mole: 107.4
Orbital gap (alpha / beta), eV: 8.39 / 8.05
Largest force on an atom, eV Å⁻¹: 0.99
E_HOMO (alpha / beta), eV: -7.680 / -7.529